The following is a DFT calculation (the ωB97M-V functional and the def2-TZVPD basis) of a cluster of 14 separate species, C23H74N16O14 in total.

```
127
C23H74N16O14, DFT the ωB97M-V functional and the def2-TZVPD basis
O -1.09884 -0.89651 3.23117
H -1.65518 -1.66970 3.13684
H -1.70743 -0.18638 3.43500
C -0.03710 -2.20695 -4.25773
O -0.95507 -1.45440 -4.43674
N 0.33068 -2.40004 -2.95657
N 0.57557 -2.86851 -5.21081
H 1.19149 -2.91145 -2.82406
H 0.02397 -1.68454 -2.31307
H 0.19845 -2.79161 -6.14460
H 1.48943 -3.21367 -4.95425
C -4.12119 -2.61335 2.80816
O -2.93518 -2.63240 3.08153
N -4.61015 -3.42236 1.94225
N -5.07217 -1.99518 3.48189
H -3.93395 -4.15751 1.79256
H -5.57667 -3.70222 2.02954
H -4.82314 -1.29457 4.16544
H -5.99393 -2.04411 3.07193
C 3.54946 -0.50706 -2.37629
O 4.74226 -0.57566 -2.50116
N 3.00607 -0.50654 -1.18117
N 2.81649 -0.10916 -3.38624
H 2.02537 -0.30606 -1.04647
H 3.66376 -0.53313 -0.41512
H 3.43887 0.24535 -4.09833
H 1.90245 0.28684 -3.21947
C 2.08671 -0.78947 5.52315
O 1.32818 -0.76933 6.41476
N 3.28221 -0.47232 5.59750
N 1.77888 -1.04103 4.25297
H 3.76153 -0.36614 6.48016
H 3.83522 -0.43038 4.75339
H 2.50258 -0.80663 3.58859
H 0.86207 -1.36288 3.97732
C -5.18955 0.19548 -0.95140
O -5.89936 0.94183 -0.35502
N -4.88530 0.17510 -2.22699
N -4.68338 -0.84720 -0.40325
H -4.24610 -0.54216 -2.53854
H -5.29145 0.86106 -2.84715
H -4.68983 -0.99753 0.59548
H -4.18484 -1.51631 -0.97232
C -1.84748 3.68856 1.04068
O -1.37498 4.47738 0.23530
N -1.90508 2.39815 1.03899
N -2.17751 4.23145 2.13053
H -1.68995 1.79886 0.25497
H -2.45363 2.01982 1.79797
H -2.18012 3.71814 3.00036
H -2.18024 5.24143 2.12422
C -0.19680 -0.44998 -0.10937
O 0.34710 -0.09658 -1.15114
N 0.51004 -0.43987 1.00069
N -1.46197 -0.87292 -0.02085
H 1.40437 0.02897 0.97925
H 0.06251 -0.78209 1.83897
H -1.72029 -1.40921 0.79510
H -2.08452 -0.92540 -0.81443
C 4.49897 0.43096 1.76260
O 3.56860 -0.15725 2.30047
N 5.37943 -0.14880 1.01467
N 4.76076 1.62815 1.81147
H 5.54813 -1.14460 1.02004
H 5.83221 0.50586 0.39298
H 4.10865 2.19053 2.33928
H 5.51570 2.10440 1.33887
C 3.52395 3.80344 -0.42166
C 3.75452 3.10093 -1.76253
C 2.39325 2.70425 -2.37742
O 4.41832 4.00281 -2.64766
H 2.76330 3.25315 0.13214
H 2.99824 4.74227 -0.59583
H 4.40890 4.08153 0.15073
H 4.46259 2.31423 -1.50209
H 1.80831 2.07830 -1.70353
H 2.54977 2.29083 -3.37376
H 1.78041 3.57037 -2.62714
H 4.56009 3.62439 -3.51847
C 0.89910 2.19961 3.47807
C 1.48221 3.52926 2.98394
C 1.01679 4.64853 3.89234
O 2.87264 3.55599 3.19822
H -0.18536 2.09030 3.46883
H 1.15645 2.15986 4.53651
H 1.39978 1.36122 2.99381
H 1.05977 3.81921 2.02187
H -0.02396 4.94545 3.76285
H 1.53986 5.54497 3.55932
H 1.38825 4.56307 4.91352
H 3.05032 3.32031 4.11172
C 0.19766 -4.41339 1.12914
C 1.36260 -3.75933 0.31751
C 2.55798 -3.21354 1.11207
O 2.06738 -4.74442 -0.38481
H 0.50592 -5.41853 1.41684
H -0.66752 -4.65604 0.51216
H -0.11931 -3.93339 2.05501
H 0.93943 -2.96663 -0.29946
H 2.09948 -2.72131 1.96973
H 3.25971 -2.59108 0.55690
H 3.13666 -4.01690 1.56799
H 2.72105 -4.22128 -0.85454
C -2.25096 1.81582 -2.62371
C -1.27021 2.82714 -3.12412
C -0.39146 2.29268 -4.21653
O -1.78807 4.04520 -3.60547
H -3.11950 1.69475 -3.27106
H -2.62236 2.27897 -1.70956
H -1.84847 0.83663 -2.36430
H -0.67321 3.02697 -2.23431
H 0.38120 2.92478 -4.65419
H -1.04362 2.07657 -5.06275
H 0.13647 1.36310 -4.00378
H -1.03073 4.63399 -3.56860
C -3.32793 -3.87171 -1.28867
C -3.37521 -3.14798 -2.58471
C -4.76747 -3.09010 -3.27662
O -2.92654 -1.85589 -2.32627
H -3.33571 -4.92292 -1.57675
H -4.17140 -3.64801 -0.63552
H -2.39603 -3.63995 -0.77298
H -2.72539 -3.54950 -3.36228
H -5.32207 -4.02732 -3.23036
H -4.73167 -2.85439 -4.34023
H -5.35967 -2.29399 -2.82540
H -2.24406 -1.68041 -2.97822
```

Calculated values
molar mass = 798.9 g mol⁻¹
gap between HOMO and LUMO = 8.83 eV
E_LUMO = -0.125 eV
HOMO level = -8.953 eV
total charge = 0